# 1
Density functional theory data (ωB97M-V/def2-TZVPD) for a structure of composition C36H24ClN8O5STi.

Geometry as XYZ:
```
76
Properties=species:S:1:pos:R:3:forces:R:3:mulliken_charge:R:1
Ti -0.3304 0.1024 -0.4541 -0.5 -0.3 0.6 -0.986
C -1.2274 -1.2687 5.9868 0.1 -0.1 0.0 -0.652
C -2.3090 -0.3926 5.8711 -0.1 0.1 0.0 -0.590
C -2.6661 0.1558 4.6460 0.0 0.0 0.1 -0.253
C -1.9065 -0.1994 3.5444 -0.1 0.1 -0.2 0.837
C -2.0056 0.1798 2.1263 0.1 -0.3 0.2 -0.901
N -2.8820 0.9700 1.6494 -0.1 0.1 -0.2 -0.520
C -3.0132 1.1247 0.2925 0.0 -0.4 0.4 -0.311
C -4.0678 1.8066 -0.3177 -0.3 0.2 -0.2 0.601
C -5.0897 2.6576 0.1748 0.2 -0.1 0.1 -0.526
C -6.0080 3.1464 -0.7051 -0.1 0.0 -0.2 -0.567
C -5.9660 2.8139 -2.0945 0.0 0.1 0.1 -0.577
C -5.0083 1.9787 -2.5885 0.1 -0.1 0.0 -0.506
C -4.0484 1.4514 -1.6932 -0.1 0.1 0.2 0.534
C -2.9719 0.5675 -1.8586 0.1 -0.1 -0.3 -0.445
N -2.6164 0.0063 -3.0596 0.2 0.0 0.2 -0.571
C -1.5002 -0.5971 -3.2064 -0.2 0.1 -0.1 -0.084
N -0.4511 -0.7601 -2.2960 0.1 0.2 0.3 0.902
C 0.5999 -1.3973 -2.9481 0.4 -0.2 0.0 -0.459
N 1.7721 -1.6840 -2.5270 -0.3 0.0 -0.2 -0.539
C 2.1011 -1.4116 -1.1958 -0.3 0.2 -0.2 1.274
N 1.0394 -1.3234 -0.2148 0.2 0.1 0.1 0.147
C 1.5953 -1.7334 0.9832 0.0 0.0 0.2 -0.356
N 0.9266 -1.7644 2.1811 0.0 0.1 -0.1 -0.418
C -0.2109 -1.1752 2.3226 0.0 -0.1 0.3 -0.345
N -0.9776 -0.4772 1.4222 0.2 0.3 -0.2 0.470
C -0.8342 -1.0673 3.6614 0.1 0.0 -0.2 0.187
C -0.4685 -1.6169 4.8763 -0.1 0.0 0.1 -0.213
C 2.9096 -2.1360 0.8698 -0.1 0.0 -0.1 0.616
C 3.7591 -2.8470 1.7632 0.0 0.1 0.0 -0.456
C 4.8591 -3.4642 1.2675 0.0 0.0 0.0 -0.697
C 5.1432 -3.4347 -0.1564 0.0 0.0 0.1 -0.426
C 4.4072 -2.7280 -1.0344 0.0 0.1 0.0 -1.445
C 3.3002 -1.9253 -0.5251 0.4 -0.2 0.2 0.460
C 0.1743 -1.7094 -4.3245 -0.1 0.0 -0.1 0.320
C 0.8428 -2.3462 -5.3558 -0.1 0.0 0.0 -0.116
C 0.1629 -2.4902 -6.5572 0.0 0.0 0.0 -0.665
C -1.1396 -2.0081 -6.7121 0.0 0.0 0.0 -0.591
C -1.7994 -1.3693 -5.6726 0.1 0.0 0.0 -0.221
C -1.1139 -1.2315 -4.4770 0.1 0.0 0.0 -0.022
N -2.3464 0.3631 -0.6649 0.0 0.2 0.0 0.245
H -0.9797 -1.6800 6.9573 0.0 0.0 0.0 0.401
H -2.8802 -0.1388 6.7558 0.0 0.0 0.0 0.391
H -3.5017 0.8351 4.5444 0.0 0.0 0.0 0.569
H -5.1283 2.9115 1.2265 0.0 0.0 0.0 0.494
H -6.7925 3.8054 -0.3519 0.0 0.0 0.0 0.380
H -6.7127 3.2360 -2.7559 0.0 0.0 0.0 0.378
H -4.9679 1.7138 -3.6372 0.0 0.0 0.0 0.502
H 0.3776 -2.2874 4.9458 0.0 0.0 0.0 0.561
H 3.4970 -2.9074 2.8124 0.0 0.0 0.0 0.428
H 5.5184 -4.0280 1.9144 0.0 0.0 0.0 0.389
H 5.9816 -4.0198 -0.5175 0.0 0.0 0.0 0.396
H 4.6233 -2.7106 -2.0942 0.0 0.0 0.0 0.460
H 1.8521 -2.7087 -5.2168 0.0 0.0 0.0 0.560
H 0.6484 -2.9812 -7.3916 0.0 0.0 0.0 0.385
H -1.6389 -2.1343 -7.6649 0.0 0.0 0.0 0.386
H -2.8048 -0.9858 -5.7796 0.0 0.0 0.0 0.545
O 0.9479 1.9826 -3.4578 0.0 0.0 0.0 -0.701
Cl 1.2053 1.9052 -2.0376 0.0 0.4 -0.2 1.418
O 1.8014 3.1391 -1.5447 0.0 0.0 0.0 -0.778
O 3.1974 -0.5136 -0.9901 0.0 -0.1 0.1 -0.655
O -0.2313 1.8694 -1.3710 0.3 -0.1 -0.1 -0.462
O 1.0547 1.1718 0.7880 -0.1 -0.2 -0.4 0.093
S 0.9001 1.9795 2.0619 0.0 0.0 0.1 0.415
C 1.9040 3.4578 1.7127 0.0 0.0 0.0 -0.302
C 3.2532 3.2913 2.4156 0.0 0.0 0.0 -0.724
C 3.4813 1.7914 2.5823 0.0 0.0 0.0 -0.478
C 2.1656 1.2596 3.1314 0.0 0.0 0.0 -0.415
H 1.3460 4.3474 1.9985 0.0 0.0 0.1 0.466
H 1.9906 3.4275 0.6250 0.0 0.0 0.0 -0.056
H 3.2240 3.7660 3.4004 0.0 0.0 0.0 0.309
H 4.0416 3.7755 1.8394 0.0 0.0 0.0 0.398
H 4.3117 1.5671 3.2524 0.0 0.0 0.0 0.502
H 3.6827 1.3159 1.6196 0.0 0.0 0.0 0.115
H 1.9631 1.6029 4.1497 0.0 0.0 0.0 0.610
H 2.0350 0.1782 3.0780 0.0 0.0 0.0 -0.116
```
Positions in Å, forces in eV/Å.

Calculated values
ΔE to the lowest compared entry with this formula, charge and spin = 46.2 kcal/mol
HOMO (spin up / spin down) = -3.5301 / -3.5307 eV
E_LUMO (spin up / spin down) = 1.806 / 1.807 eV
Energy = -106352.712 eV
Net charge = -1
Multiplicity = 1
Gap between HOMO and LUMO (spin up / spin down) = 5.336 / 5.337 eV



# 2
Density functional theory data (ωB97M-V/def2-TZVPD) for a structure of composition C20H70CsO25 in a non-equilibrium geometry.

Geometry as XYZ:
```
116
Properties=species:S:1:pos:R:3:forces:R:3:mulliken_charge:R:1
Cs 0.5231 0.3082 -0.2378 -0.1 -0.2 0.1 -0.411
O 3.4218 -0.1760 1.8072 -0.2 -0.3 0.2 -0.307
H 4.2145 -0.7070 1.7308 0.2 -0.3 0.1 0.270
H 3.5058 0.4814 1.1166 -0.1 0.6 -0.1 0.167
O 2.1652 4.6468 -0.4196 0.2 -0.3 0.1 -0.480
H 2.5707 4.8581 -1.2606 -0.1 0.1 -0.5 0.239
H 2.6063 5.2175 0.2096 0.2 0.2 0.3 0.232
O 2.4321 -1.3974 4.3349 0.4 -0.4 0.3 -0.680
H 1.4981 -1.2084 4.2446 -0.5 0.2 -0.1 0.356
H 2.8654 -0.7196 3.8160 0.1 0.2 -0.3 0.288
O 3.2808 1.8116 -0.1273 0.1 -0.3 0.0 -0.387
H 4.1096 1.6530 -0.5793 0.3 -0.1 -0.3 0.244
H 3.0365 2.7021 -0.3796 -0.3 0.6 0.1 0.150
O 1.0395 -2.7289 -1.1101 0.6 0.9 -0.3 -0.276
H 1.5510 -3.5199 -1.2803 0.1 -0.3 -0.2 0.103
H 0.3051 -3.0286 -0.5743 -0.6 -0.4 0.0 -0.020
C -1.6011 -4.4080 0.8836 0.1 1.6 0.5 -0.567
C -1.2768 -2.9907 1.3039 0.4 0.2 1.3 -0.178
O -1.4905 -2.0590 0.2610 0.3 0.1 0.3 0.263
O -0.5659 -4.7691 0.0039 -1.2 -0.7 -0.5 -0.471
H -2.6003 -4.3156 0.4581 0.1 -0.6 -0.7 0.390
H -1.7035 -5.0329 1.7708 0.2 -0.3 0.0 0.367
H -0.2410 -2.8741 1.6229 0.4 -0.3 -0.4 0.312
H -1.7598 -2.7382 2.2479 -0.8 0.3 0.0 0.167
H -2.4395 -2.0456 0.1165 -0.6 0.3 -0.4 -0.170
H 0.1913 -4.8263 0.5912 0.9 -0.3 0.0 0.274
C -1.2219 4.8339 1.6841 0.7 -1.5 -1.6 -0.751
C -1.1620 4.4448 0.1506 1.9 1.3 1.0 -0.206
O -0.2269 3.3866 -0.1603 -1.6 -0.4 0.6 0.416
O -1.9426 3.8563 2.4021 -0.8 0.2 0.3 -0.360
H -1.5093 5.8708 1.8581 -0.5 -0.1 -0.2 0.606
H -0.2024 4.7379 2.0576 0.4 0.4 -0.2 0.113
H -0.6365 5.3186 -0.2345 -0.6 0.5 -0.6 0.282
H -2.1136 4.2839 -0.3560 0.1 -0.1 0.3 0.208
H 0.6414 3.7318 0.0594 0.2 0.1 -0.2 -0.249
H -2.6060 4.3210 2.9174 -0.1 -0.3 0.3 0.210
C 2.9704 -4.0579 1.1619 0.4 -0.7 -0.9 0.172
C 4.0193 -4.7587 0.2717 -0.7 1.4 -0.2 -0.510
O 4.7324 -5.7094 0.9911 0.6 -0.7 0.4 -0.546
O 1.8385 -4.9546 1.2281 -0.2 0.8 0.4 -0.544
H 2.6249 -3.1361 0.6938 -0.2 -0.2 -0.1 0.052
H 3.3884 -3.7555 2.1220 -0.2 -0.4 0.3 0.247
H 4.7156 -4.0522 -0.1801 -0.1 0.4 0.0 0.406
H 3.4878 -5.1979 -0.5725 -0.1 -0.2 0.0 0.175
H 5.6473 -5.4199 0.9627 0.1 -0.4 0.3 0.382
H 1.9933 -5.7259 1.7783 0.5 0.0 0.1 0.267
C -0.0314 3.1829 -3.9785 0.0 0.2 0.7 0.072
C 1.1822 2.2359 -4.0412 -1.2 0.4 -0.1 -0.665
O 1.0334 1.1180 -3.1450 0.9 1.1 -0.2 0.405
O -1.0613 2.7110 -4.7969 -0.5 -0.2 -1.1 -0.577
H 0.2345 4.1961 -4.2799 0.2 0.0 -0.4 0.406
H -0.5396 3.3176 -3.0237 0.9 -0.1 0.8 -0.199
H 2.1331 2.7635 -3.9664 0.1 -0.2 0.9 0.500
H 1.1541 1.9592 -5.0951 0.1 -0.7 0.0 0.295
H 0.3994 0.5269 -3.5577 -0.4 -0.5 -0.6 -0.090
H -1.6195 2.1362 -4.2681 -0.2 -0.3 0.0 0.210
C 4.1636 -2.3020 -2.7907 -0.5 -0.1 -0.8 -0.198
C 3.6366 -1.6457 -4.1011 0.2 0.4 0.3 0.393
O 4.1665 -2.1903 -5.2930 0.3 -0.6 0.2 -0.577
O 3.9526 -3.7468 -2.8128 0.2 1.5 0.3 -0.477
H 3.6790 -1.9188 -1.8928 -0.8 -0.1 -0.2 0.172
H 5.1778 -1.9467 -2.6085 0.6 -0.8 -0.4 0.310
H 3.9676 -0.6119 -4.2000 -0.1 0.2 0.6 0.291
H 2.5480 -1.6405 -4.1570 -0.1 -0.1 0.3 -0.436
H 3.9033 -3.1121 -5.3440 -0.1 -0.2 -0.2 0.330
H 4.5285 -4.1326 -3.4769 0.2 0.0 0.0 0.293
C -1.1723 -2.6403 -3.4961 -0.6 -0.1 -1.5 0.009
C -0.3944 -2.0017 -4.6429 0.4 0.0 -0.9 -0.287
O -0.5020 -0.5595 -4.8341 0.4 -0.9 1.0 -0.569
O -2.5189 -2.9535 -3.9479 0.6 0.6 0.6 -0.613
H -1.1881 -1.9717 -2.6354 0.1 -0.3 0.2 0.138
H -0.7248 -3.6129 -3.2914 0.1 0.2 0.4 0.335
H -0.6664 -2.4027 -5.6192 -0.5 -0.6 0.2 0.421
H 0.6463 -2.3177 -4.5719 0.2 0.8 0.3 -0.004
H -1.4071 -0.3931 -5.1074 0.0 0.2 -0.1 0.226
H -2.9211 -2.0847 -4.0184 -0.5 -0.1 -0.1 0.329
C -3.8172 2.8184 -2.4771 -0.3 -0.7 0.1 -0.847
C -3.0946 1.5343 -1.9952 -1.6 0.5 1.0 0.575
O -2.6713 0.6731 -2.9665 1.6 -0.9 -2.4 -0.538
O -4.5177 2.5356 -3.7004 1.0 0.6 0.5 -0.536
H -3.1019 3.6394 -2.5270 0.2 0.1 -0.7 0.437
H -4.6034 3.1642 -1.8060 0.3 -0.3 0.8 0.512
H -3.7961 0.9244 -1.4260 0.0 0.5 1.0 0.108
H -2.1777 1.8026 -1.4705 -0.3 0.1 0.5 -0.314
H -3.3777 0.3594 -3.5359 -0.4 0.4 0.1 0.321
H -4.6789 3.4348 -3.9954 -0.5 -0.1 -0.8 0.331
C -1.2333 0.6005 6.1034 -1.3 -0.6 0.3 -0.610
C -1.3340 -0.5506 5.1020 1.4 0.1 0.1 -0.121
O -0.2697 -0.3921 4.1466 -1.0 -0.2 -0.1 0.136
O -1.8227 1.8038 5.6003 0.2 0.0 -0.5 -0.627
H -0.1953 0.7806 6.3832 -0.1 0.0 0.0 0.155
H -1.8631 0.3871 6.9671 0.6 -0.6 0.5 0.518
H -2.3063 -0.5904 4.6110 -0.2 0.1 0.0 0.003
H -1.1325 -1.5264 5.5439 -0.2 0.1 0.4 0.393
H -0.5228 0.3887 3.6488 0.6 0.4 -0.5 -0.079
H -2.7263 1.7621 5.9217 -0.1 0.5 -0.2 0.337
C 1.5593 2.5415 4.5678 -0.2 1.6 -0.2 -0.644
C 1.4945 2.5638 2.9807 0.0 -0.4 2.3 0.046
O 0.2787 1.9802 2.5532 0.1 -0.8 -0.4 0.439
O 0.5438 3.3701 5.1824 0.7 -0.4 -0.8 -0.592
H 2.4882 2.9715 4.9426 0.2 0.2 -0.5 0.508
H 1.5667 1.5541 5.0293 -0.3 -0.4 -0.7 0.093
H 2.3636 1.9967 2.6471 -0.2 -0.2 -0.4 0.099
H 1.5227 3.5654 2.5516 0.4 0.3 0.4 0.116
H -0.3946 2.6645 2.5593 -0.5 0.1 0.1 -0.310
H -0.2921 2.8988 5.1565 -0.4 -0.1 0.1 0.364
C -4.3494 -0.8698 1.6228 -0.8 1.0 0.0 -0.430
C -4.0518 0.6518 1.5872 0.2 0.2 0.8 0.268
O -5.1738 1.4328 1.2146 -0.9 -0.7 -0.7 -0.639
O -4.2550 -1.4662 0.3714 0.8 -0.8 -1.8 -0.597
H -5.3609 -1.0809 1.9698 0.0 0.4 0.6 0.483
H -3.6427 -1.4618 2.2044 0.1 0.6 0.4 0.025
H -3.2225 0.8655 0.9129 0.2 -0.3 -0.1 0.011
H -3.7787 1.0338 2.5709 0.4 -0.5 0.3 0.304
H -4.9457 2.3596 1.1110 0.3 -0.1 0.1 0.331
H -4.9435 -1.2342 -0.2560 -0.2 0.2 0.3 0.284
```
Positions in Å, forces in eV/Å.

Calculated values
HOMO = -11.9048 eV
E_LUMO = -2.644 eV
Energy = -73601.704 eV
Net charge = +1
Multiplicity = 1
Gap between HOMO and LUMO = 9.261 eV



# 3
Density functional theory data (ωB97M-V/def2-TZVPD) for a cluster of 3 separate species, C9H9N3O2S in total in a non-equilibrium geometry.

Geometry as XYZ:
```
24
Properties=species:S:1:pos:R:3:forces:R:3:nbo_charge:R:1
C 0.2815 5.0772 -1.4127 -0.4 0.6 -0.4 0.274
C -0.6016 3.2825 -0.1325 0.4 -1.2 0.5 -0.153
C 1.5025 3.1024 -1.4190 2.3 1.1 -2.0 -0.142
C -0.4674 1.9206 0.3102 1.4 2.7 -0.5 -0.181
C 1.6080 1.8187 -1.0480 2.8 -2.5 -0.4 -0.210
C 0.4577 3.8082 -0.8781 -1.0 -0.1 0.0 -0.201
C 0.7580 1.3534 -0.0757 -1.7 -1.6 0.6 -0.252
C -1.8742 -0.9878 -1.1851 0.4 0.6 -0.1 0.315
C -2.1254 -3.3068 0.4113 0.5 0.1 1.2 -0.045
N 0.0326 5.9657 -2.0765 -0.2 1.8 -0.6 -0.301
N -3.0358 -0.9423 -1.2390 0.2 -0.1 -0.3 -0.755
N -0.8654 -3.2929 0.5362 -0.3 0.4 0.1 -0.584
O 2.6484 -0.3286 0.1600 -0.1 -0.8 0.1 -0.941
O 1.4404 0.6152 2.1748 0.0 -0.9 -0.4 -0.890
S 1.2863 -0.1995 0.6854 0.7 1.0 0.5 1.512
H -1.4143 4.0025 0.0781 0.3 -1.0 0.1 0.237
H 2.3255 3.5332 -2.1523 -2.2 -0.6 1.7 0.244
H -1.1089 1.5118 1.0807 0.0 -0.2 -0.3 0.239
H 2.5098 1.1671 -1.4387 -2.1 1.3 1.1 0.275
H -2.8857 -2.5840 0.7392 1.2 0.5 0.1 0.159
H -2.6168 -4.1568 0.0844 -1.0 -2.0 -1.1 0.132
H -3.9499 -1.1763 -1.5300 -0.6 0.1 0.0 0.441
H -0.4580 -4.1748 0.1915 -0.3 0.4 0.1 0.338
H 1.8465 -0.0358 2.7805 -0.3 0.3 -0.2 0.488
```
Positions in Å, forces in eV/Å.

Calculated values
ΔE to the lowest compared entry with this formula, charge and spin = 105.7 kcal/mol
HOMO = -9.4081 eV
E_LUMO = 0.070 eV
Energy = -28874.490 eV
Net charge = 0
Multiplicity = 1
Gap between HOMO and LUMO = 9.478 eV



> Which of these has the lowest energy?

C36H24ClN8O5STi



> What is the energy in the second record?

-73601.704 eV



> The lowest net charge belongs to which entry?

C36H24ClN8O5STi